1.
Formula: C4H7NO
Source: the Open Molecules 2025 dataset
Level of theory: ωB97M-V with the def2-TZVPD basis set

Atoms and positions in Å:
C (2.29852, -0.55283, 0.06840)
C (0.40830, 0.68068, 0.44094)
C (-0.91124, 1.09690, -0.09957)
C (-1.85576, -0.08098, -0.15687)
H (2.10134, -1.58836, 0.70368)
H (3.31847, -0.93666, -0.78061)
H (2.72235, 0.40343, 1.03611)
H (-0.15362, 0.05399, 1.35603)
H (1.10743, 1.39122, 0.56033)
H (-1.20263, 2.28472, 0.04138)
H (-0.36822, 1.06542, -1.18019)
N (-2.23318, -1.21960, 0.14651)
O (1.05852, -0.12490, -0.53496)

Computed properties:
electronic energy	-7792.8972	eV
orbital gap	11.2	eV
HOMO level	-10.40	eV
energy above the lowest of the compared OMol25 structures with the same formula, charge and spin	6.747	eV

2.
Formula: C18H27F4IN7OPt
Source: the Open Molecules 2025 dataset
Level of theory: ωB97M-V with the def2-TZVPD basis set

Atoms and positions in Å:
Pt (-1.15902, 0.09037, -0.54828)
C (-1.30083, -3.01694, -1.32907)
N (-1.83568, -1.80895, -1.95453)
C (-3.26699, -1.98669, -2.17288)
C (-1.16038, -1.46798, -3.21217)
C (0.19677, -0.78309, -2.99247)
N (0.02035, 0.34963, -2.11377)
C (0.80660, 1.44201, -2.19926)
C (0.36339, 2.67010, -1.64254)
F (-0.84658, 2.67476, -1.02458)
C (1.09514, 3.83886, -1.71037)
F (0.61090, 4.94461, -1.14145)
C (2.31851, 3.87337, -2.36382)
C (2.79440, 2.68821, -2.90264)
F (3.97740, 2.68491, -3.51595)
C (2.08332, 1.50168, -2.81288)
F (2.65816, 0.36821, -3.26118)
H (-1.62781, -3.91927, -1.85970)
H (-1.65962, -3.07367, -0.30352)
H (-0.21396, -3.00415, -1.32098)
H (-3.45022, -2.76981, -2.91788)
H (-3.70593, -1.05641, -2.52637)
H (-3.74121, -2.28319, -1.23937)
H (-1.80347, -0.76530, -3.74733)
H (-1.02352, -2.35675, -3.83872)
H (0.57190, -0.45812, -3.96756)
H (0.92876, -1.49257, -2.58144)
H (2.88285, 4.78541, -2.45680)
C (0.25108, -0.64127, 2.21669)
N (0.80179, 0.01312, 1.01115)
C (1.43979, 1.27335, 1.43415)
N (2.45815, 1.04400, 2.43757)
C (1.86552, 0.37431, 3.58812)
N (1.27478, -0.90000, 3.20202)
C (2.30811, -1.74301, 2.61491)
N (2.90558, -1.09872, 1.45198)
C (1.86998, -0.85284, 0.47206)
C (3.48004, 0.17290, 1.87307)
H (-0.22444, -1.58177, 1.92602)
H (-0.50162, 0.01674, 2.65820)
H (0.67676, 1.94591, 1.83013)
H (1.90782, 1.74379, 0.56572)
H (1.08310, 1.01040, 4.00854)
H (2.63414, 0.19909, 4.34259)
H (1.86498, -2.69312, 2.31243)
H (3.08445, -1.93785, 3.35574)
H (1.43420, -1.81060, 0.17327)
H (2.31218, -0.36806, -0.40290)
H (3.93109, 0.66733, 1.01159)
H (4.24864, -0.01312, 2.62379)
N (-4.58390, 0.83378, 0.90709)
C (-3.56122, 0.41923, 1.65386)
O (-2.46865, 0.09398, 1.19032)
C (-3.78367, 0.32601, 3.14151)
I (-3.50082, -1.73743, 3.72382)
H (-4.45607, 0.93677, -0.09123)
H (-5.47030, 1.09936, 1.30410)
H (-4.77529, 0.63815, 3.45754)
H (-3.01941, 0.90034, 3.66366)

Computed properties:
electronic energy	-53792.0611	eV
orbital gap	6.4	eV
net charge	+1
HOMO level	-10.47	eV

3.
Formula: C4H11Br4IP
Source: the Open Molecules 2025 dataset
Level of theory: ωB97M-V with the def2-TZVPD basis set

Atoms and positions in Å:
P (-1.69372, -2.15824, -0.64298)
I (-4.10903, -2.14499, -0.60924)
H (-1.15867, -0.79808, -1.17763)
H (-1.18657, -2.37571, 0.63840)
H (-1.29240, -3.25975, -1.41902)
Br (3.74194, 0.34384, -0.36844)
C (2.70878, -0.64928, 0.93873)
C (2.32740, -2.00944, 0.41988)
Br (0.85320, -1.89816, -0.87970)
H (1.85234, -0.03459, 1.19537)
H (3.35407, -0.74943, 1.80894)
H (1.95028, -2.63756, 1.22539)
H (3.13986, -2.52247, -0.08514)
Br (-2.30198, 3.25056, 1.76020)
C (-1.10705, 3.26367, 0.23232)
C (-1.45303, 2.16693, -0.73597)
Br (-0.83173, 0.41090, -0.08053)
H (-0.09506, 3.18757, 0.61862)
H (-1.24181, 4.23452, -0.23997)
H (-0.93705, 2.30686, -1.68399)
H (-2.51978, 2.07282, -0.91524)

Computed properties:
electronic energy	-301876.1159	eV
orbital gap	9.2	eV
net charge	+1
HOMO level	-13.13	eV

4.
Formula: C4H6ClN2O
Source: the Open Molecules 2025 dataset
Level of theory: ωB97M-V with the def2-TZVPD basis set

Atoms and positions in Å:
C (0.23227, 0.59671, 0.61889)
C (-0.77910, 0.22026, 1.46035)
C (0.65943, 0.18153, -0.67028)
C (-1.63675, -0.88790, 1.39833)
N (0.56997, -0.97109, -1.33518)
N (1.34836, 1.20663, -1.31667)
O (0.05846, -2.02905, -0.89822)
Cl (-2.84700, -1.12103, 2.47965)
H (0.62220, 1.61972, 0.70194)
H (-0.88350, 0.73105, 2.34393)
H (-1.27121, -1.77138, 0.75891)
H (1.15738, -1.26038, -2.11602)
H (1.19129, 2.21929, -1.12446)
H (1.57820, 1.26565, -2.30117)

Computed properties:
<S²>	2.0333
electronic energy	-21783.6449	eV
orbital gap (spin up / spin down)	8.2 / 7.8	eV
net charge	+1
HOMO level (spin up / spin down)	-12.54 / -14.84	eV
multiplicity	3
energy above the lowest of the compared OMol25 structures with the same formula, charge and spin	0.172	eV